1.
DFT (ωB97M-V/def2-TZVPD) results for C8H10CeO5S as an isolated structure.

Its charge is +3. The expectation value of S² is 0.75. The frontier orbital gap (alpha / beta) comes out at 4.009 / 4.076 eV. The energy above the lowest of the compared OMol25 structures with the same formula, charge and spin comes out at 0.0 kcal per mole. As for the multiplicity: 2.

Each line ends with the Löwdin spin population.
Positions of all 25 atoms, in Å:
Ce1 0.423 0.133 1.232  1.01
C1 1.419 1.911 2.408  0.00
O1 2.276 2.638 2.812  0.01
C2 3.123 0.150 0.924  0.00
O2 4.235 0.403 1.046  0.00
C3 1.820 1.786 -0.709  0.00
O3 2.326 2.744 -1.224  0.00
C4 1.302 -2.065 2.434  0.00
O4 1.650 -2.937 3.122  0.00
C5 1.398 -2.406 -2.956  0.00
H1 0.760 -3.284 -2.670  0.00
H2 0.977 -1.530 -3.496  0.00
C6 2.665 -2.333 -2.493  0.00
H3 3.244 -1.439 -2.761  0.00
H4 3.011 -3.157 -1.842  0.00
C7 -3.735 0.578 -0.822  0.00
S1 -2.485 1.584 0.040  0.00
C8 -2.792 1.387 1.785  0.00
O5 -1.227 0.643 -0.238  -0.01
H5 -4.618 1.178 -1.090  0.00
H6 -3.990 -0.240 -0.155  0.00
H7 -3.248 0.187 -1.722  0.00
H8 -3.787 0.982 1.910  0.00
H9 -2.040 0.717 2.209  0.00
H10 -2.707 2.373 2.255  0.00



2.
DFT (ωB97M-V/def2-TZVPD) results for a 6-piece molecular cluster, C8H10Cl12N2 overall.

Its charge is 0. The frontier orbital gap comes out at 10.855 eV. The energy above the lowest of the compared OMol25 structures with the same formula, charge and spin comes out at 0.0 kcal per mole. As for the multiplicity: 1.

Each line ends with the Löwdin charge.
Positions of all 32 atoms, in Å:
Cl1 3.299 -4.535 3.412  0.47
C1 1.817 -4.097 4.318  -1.57
Cl2 2.131 -2.836 5.462  0.54
Cl3 1.173 -5.563 5.097  0.50
H1 1.109 -3.754 3.574  -0.04
Cl4 -3.816 4.686 1.556  0.53
C2 -3.336 4.180 -0.065  -1.56
Cl5 -2.251 2.786 -0.049  0.52
Cl6 -2.591 5.498 -0.958  0.52
H2 -4.256 3.935 -0.580  0.01
Cl7 3.499 -0.205 -0.992  0.50
C3 3.384 -1.969 -1.308  -1.52
Cl8 1.884 -2.289 -2.181  0.53
Cl9 3.487 -2.874 0.188  0.54
H3 4.241 -2.217 -1.916  0.01
Cl10 -2.763 -0.696 0.054  0.53
C4 -3.845 -0.935 -1.309  -1.54
Cl11 -5.020 0.369 -1.401  0.52
Cl12 -4.687 -2.494 -1.179  0.52
H4 -3.284 -0.957 -2.233  0.01
C5 0.473 0.406 0.949  -0.10
C6 0.599 -0.824 1.723  -0.26
N1 0.677 -1.789 2.338  0.17
H5 1.201 1.110 1.353  0.09
H6 -0.512 0.858 0.987  0.01
H7 0.714 0.125 -0.078  0.03
C7 1.450 2.715 -2.892  -0.05
C8 0.460 1.648 -2.691  -0.29
N2 -0.311 0.815 -2.533  0.15
H8 2.243 2.412 -3.566  0.08
H9 1.867 2.856 -1.889  0.08
H10 0.964 3.636 -3.194  0.08



3.
DFT (ωB97M-V/def2-TZVPD) results for C8H10Cl28NO6PSi2 as an isolated structure.

Its charge is 0. The frontier orbital gap comes out at 9.861 eV. As for the multiplicity: 1.

Each line ends with the Löwdin charge.
Positions of all 56 atoms, in Å:
N1 1.512 1.025 -0.888  -0.03
Si1 2.205 -0.149 -1.934  0.37
C1 3.519 -1.043 -0.940  -0.25
O1 2.803 -1.844 0.027  -0.24
O2 3.062 -3.212 -0.211  -0.03
O3 1.163 -1.342 -2.457  -0.41
Si2 -0.421 -0.963 -2.744  0.50
P1 -1.653 -1.082 -0.849  0.30
O4 -3.031 -1.431 -1.206  -0.35
O5 -1.530 0.240 0.044  -0.20
O6 -0.985 -2.223 0.069  -0.19
H1 1.175 0.667 0.000  -0.02
H2 0.839 1.665 -1.294  0.03
H3 2.776 0.576 -3.081  0.01
H4 4.157 -0.354 -0.385  -0.01
H5 4.086 -1.718 -1.580  0.09
H6 2.464 -3.419 -0.950  0.10
H7 -0.584 0.360 -3.378  -0.03
H8 -0.954 -1.981 -3.648  -0.06
H9 -0.960 0.003 0.803  -0.03
H10 -1.711 -2.556 0.633  0.10
C2 -4.574 -0.104 -4.343  -2.03
Cl1 -3.637 1.194 -3.591  0.53
Cl2 -3.606 -1.576 -4.414  0.54
Cl3 -6.028 -0.399 -3.391  0.54
Cl4 -5.036 0.389 -5.975  0.50
C3 1.023 1.012 3.572  -2.01
Cl5 2.164 2.116 2.796  0.52
Cl6 -0.434 1.894 4.022  0.54
Cl7 0.596 -0.312 2.465  0.59
Cl8 1.783 0.308 4.997  0.53
C4 -1.799 -1.313 6.953  -2.04
Cl9 -1.529 0.269 7.691  0.53
Cl10 -0.983 -1.368 5.388  0.48
Cl11 -1.139 -2.576 7.991  0.51
Cl12 -3.530 -1.572 6.728  0.54
C5 0.829 -6.691 7.444  -2.06
Cl13 2.556 -6.941 7.178  0.53
Cl14 0.308 -5.226 6.611  0.50
Cl15 -0.070 -8.077 6.822  0.52
Cl16 0.519 -6.517 9.174  0.52
C6 6.062 2.719 1.278  -2.03
Cl17 7.268 3.763 0.531  0.55
Cl18 4.651 3.681 1.746  0.48
Cl19 5.549 1.469 0.136  0.56
Cl20 6.738 1.949 2.712  0.54
C7 3.131 4.601 -3.062  -2.06
Cl21 3.528 4.070 -1.429  0.49
Cl22 1.381 4.495 -3.300  0.52
Cl23 3.654 6.273 -3.285  0.53
Cl24 3.947 3.577 -4.245  0.52
C8 -8.251 3.534 -7.044  -2.06
Cl25 -7.982 5.037 -6.158  0.52
Cl26 -7.334 3.570 -8.554  0.52
Cl27 -7.711 2.169 -6.068  0.49
Cl28 -9.972 3.366 -7.407  0.52



4.
DFT (ωB97M-V/def2-TZVPD) results for C8H10ClCrN as an isolated structure.

Its charge is -1. The expectation value of S² is 3.80. The frontier orbital gap (alpha / beta) comes out at 5.508 / 6.794 eV. The energy above the lowest of the compared OMol25 structures with the same formula, charge and spin comes out at 0.0 kcal per mole. As for the multiplicity: 4.

Each line ends with the Löwdin spin population.
Positions of all 21 atoms, in Å:
C1 0.974 -1.058 -0.834  0.02
C2 -0.415 -1.119 -1.164  -0.01
C3 -1.073 -1.891 -0.147  0.02
C4 -0.084 -2.285 0.827  0.00
C5 1.175 -1.767 0.398  0.01
Cr1 -0.203 -0.096 0.724  2.36
C6 -1.453 1.578 0.128  -0.02
C7 -0.136 1.850 -0.245  -0.03
C8 0.688 2.334 -1.182  0.08
N1 1.125 0.842 1.045  0.45
H1 -2.138 -2.122 -0.117  0.01
H2 -0.882 -0.696 -2.056  0.00
H3 -0.275 -2.844 1.740  0.00
H4 2.126 -1.891 0.921  0.00
H5 1.743 -0.579 -1.444  0.00
H6 -2.159 1.261 -0.656  -0.01
H7 1.946 1.373 1.370  0.04
H8 -1.887 2.030 1.027  0.00
H9 0.323 3.068 -1.908  0.01
H10 1.736 2.018 -1.223  0.00
Cl1 -1.130 -0.006 2.795  0.05



5.
DFT (ωB97M-V/def2-TZVPD) results for C8H10ClHgNO4 as an isolated structure.

Its charge is -2. The frontier orbital gap comes out at 3.910 eV. The energy above the lowest of the compared OMol25 structures with the same formula, charge and spin comes out at 0.0 kcal per mole. As for the multiplicity: 1.

Each line ends with the Löwdin charge.
Positions of all 25 atoms, in Å:
C1 0.911 -1.333 -1.705  -0.25
C2 -0.493 -1.245 -1.970  -0.27
C3 -1.192 -1.936 -0.904  -0.25
C4 -0.186 -2.442 0.010  -0.24
C5 1.094 -2.063 -0.496  -0.25
Hg1 -0.286 0.021 0.151  0.98
C6 -1.597 1.648 -0.767  -0.22
C7 -0.440 2.000 -1.381  -0.30
C8 0.503 2.582 -2.107  -0.09
N1 1.542 1.229 0.511  -0.30
H1 -2.269 -2.069 -0.820  0.06
H2 -0.962 -0.731 -2.817  0.07
H3 -0.391 -3.005 0.929  0.08
H4 2.063 -2.263 -0.004  0.08
H5 1.699 -0.875 -2.320  0.08
H6 -2.314 1.003 -1.303  0.04
H7 2.462 1.687 0.533  -0.29
H8 -1.957 2.130 0.158  0.05
H9 0.300 3.387 -2.828  0.02
H10 1.547 2.269 -2.042  0.03
O1 -0.006 1.390 4.290  -0.38
Cl1 -0.012 -0.006 3.907  0.66
O2 1.195 -0.698 4.278  -0.37
O3 -1.211 -0.703 4.304  -0.39
O4 0.000 0.023 2.394  -0.54